Here is C60H71BrFeN4O2S as an isolated structure in a non-equilibrium geometry from the OMol25 dataset. Energies are from ωB97M-V/def2-TZVPD.

Positions of all 140 atoms, in Å:
Fe (0.20776, 1.29531, 0.23935)
C (6.27878, -0.18154, 1.85954)
C (5.07879, -1.09609, 1.59792)
C (4.05581, -0.46415, 0.70702)
C (3.96070, -0.52536, -0.64482)
C (4.78023, -1.31984, -1.61045)
C (3.99612, -2.51328, -2.16555)
C (2.84248, 0.31461, -1.01070)
N (2.20429, 0.78479, 0.09780)
C (2.97725, 0.38915, 1.14801)
C (2.82346, 0.84671, 2.43938)
C (1.81565, 1.69801, 2.85173)
C (1.65912, 2.13681, 4.22171)
C (2.61361, 1.86825, 5.34387)
C (2.36094, 0.52615, 6.04259)
C (0.47437, 2.79318, 4.27333)
C (-0.05936, 2.76609, 2.92844)
C (-1.28949, 3.29158, 2.58203)
C (-1.76436, 3.37702, 1.28822)
N (-1.10855, 2.91226, 0.18968)
C (-1.81733, 3.37394, -0.87636)
C (-1.40387, 3.31450, -2.19132)
C (-0.19336, 2.79989, -2.60997)
N (0.68561, 2.14549, -1.81462)
C (1.63751, 1.66479, -2.65073)
C (2.60494, 0.74555, -2.29782)
C (1.41825, 2.11740, -4.01287)
C (0.26028, 2.81784, -3.98947)
C (-0.42524, 3.52309, -5.11792)
C (-0.15715, 5.03068, -5.11777)
C (2.31295, 1.83799, -5.18283)
C (2.03966, 0.49292, -5.86215)
C (-3.00362, 4.07628, -0.44272)
C (-2.96875, 4.07918, 0.91688)
C (-3.92005, 4.72896, 1.87196)
C (-3.45787, 6.11580, 2.33104)
C (-3.99913, 4.73228, -1.34789)
C (-3.55145, 6.11595, -1.83050)
N (0.78590, 2.12848, 2.07915)
C (-0.15965, 3.46823, 5.44905)
C (0.10102, 4.97712, 5.47171)
H (6.99169, -0.64462, 2.54709)
H (5.95315, 0.76795, 2.29035)
H (6.79894, 0.04511, 0.92581)
H (4.61448, -1.37713, 2.54768)
H (5.42132, -2.02974, 1.14469)
H (5.68820, -1.67211, -1.11437)
H (5.11448, -0.68025, -2.43396)
H (3.71502, -3.19379, -1.35866)
H (4.58113, -3.07133, -2.89836)
H (3.06895, -2.18519, -2.64286)
H (3.53388, 0.50925, 3.18404)
H (2.54410, 2.67889, 6.07460)
H (3.63784, 1.89701, 4.96278)
H (1.29299, 0.37421, 6.20774)
H (2.86985, 0.48019, 7.00839)
H (2.71039, -0.30891, 5.43275)
H (-1.90015, 3.71000, 3.37165)
H (-2.05737, 3.74234, -2.94151)
H (3.25054, 0.36331, -3.08016)
H (-1.50252, 3.34452, -5.06307)
H (-0.09754, 3.09128, -6.06754)
H (-0.49332, 5.48063, -4.18177)
H (-0.67124, 5.52845, -5.94321)
H (0.91267, 5.23040, -5.20874)
H (3.35556, 1.87498, -4.85670)
H (2.20038, 2.63972, -5.91770)
H (2.21391, -0.34044, -5.17813)
H (2.68021, 0.35714, -6.73811)
H (0.99826, 0.43242, -6.18902)
H (-4.05967, 4.08281, 2.74282)
H (-4.90213, 4.81290, 1.40019)
H (-2.50877, 6.05230, 2.86695)
H (-4.19403, 6.58017, 2.99270)
H (-3.30309, 6.77524, 1.47435)
H (-4.95262, 4.82528, -0.82187)
H (-4.19225, 4.08885, -2.21017)
H (-3.45318, 6.80530, -0.98951)
H (-4.26831, 6.54093, -2.53799)
H (-2.57772, 6.06029, -2.32108)
H (0.21499, 3.01609, 6.37116)
H (-1.23700, 3.28401, 5.44180)
H (1.17280, 5.18137, 5.42624)
H (-0.29879, 5.43883, 6.37783)
H (-0.35877, 5.46105, 4.60789)
C (-3.86739, -5.53420, 1.30881)
C (-4.27125, -4.28611, 2.10770)
C (-4.30212, -4.63617, 3.60286)
C (-5.68439, -3.89011, 1.67867)
C (-3.26380, -3.16339, 1.86823)
C (-3.60861, -1.91835, 1.38867)
C (-2.65474, -0.92241, 1.21099)
Br (-3.34597, 0.71076, 0.54832)
C (-1.28815, -1.07762, 1.51811)
O (-0.36148, -0.14202, 1.44035)
C (-0.93189, -2.39852, 1.96783)
C (-1.90962, -3.36295, 2.14218)
C (0.53108, -2.75578, 2.22370)
C (0.73786, -4.22629, 2.60839)
C (1.06963, -1.91532, 3.38899)
C (1.32961, -2.52565, 0.93611)
H (-4.58463, -6.34521, 1.47663)
H (-2.87877, -5.89450, 1.59976)
H (-3.84033, -5.31208, 0.23889)
H (-5.03517, -5.42649, 3.79990)
H (-4.56973, -3.75856, 4.19592)
H (-3.32573, -4.98518, 3.94588)
H (-6.36503, -4.73191, 1.83276)
H (-5.71899, -3.61723, 0.62141)
H (-6.05864, -3.04480, 2.26079)
H (-4.63195, -1.67916, 1.13076)
H (-1.60650, -4.33982, 2.49576)
H (0.24273, -4.48556, 3.54856)
H (1.80919, -4.40084, 2.74204)
H (0.38389, -4.90708, 1.82910)
H (0.59590, -2.22857, 4.32516)
H (0.87243, -0.85894, 3.23542)
H (2.15268, -2.05964, 3.49061)
H (0.93015, -3.15022, 0.13035)
H (2.37761, -2.80559, 1.09344)
H (1.28051, -1.49034, 0.60682)
C (1.26019, -7.16396, -6.70165)
C (0.98063, -6.09697, -5.66863)
O (1.73639, -5.82062, -4.78318)
S (-0.59337, -5.29632, -5.93784)
C (-0.58484, -4.02741, -4.70589)
C (-0.78264, -4.33181, -3.36300)
C (-0.78193, -3.32261, -2.41515)
C (-0.58739, -1.98595, -2.78994)
C (-0.41718, -1.69382, -4.14939)
C (-0.40843, -2.70293, -5.09708)
C (-0.51382, -0.94134, -1.81996)
C (-0.32832, -0.00828, -1.06767)
H (2.03487, -7.83012, -6.32747)
H (1.60595, -6.68068, -7.61628)
H (0.35712, -7.72559, -6.94221)
H (-0.92898, -5.36201, -3.06288)
H (-0.92859, -3.55268, -1.36717)
H (-0.27638, -0.65856, -4.43896)
H (-0.25517, -2.46819, -6.14448)

Properties
- Multiplicity: 2
- ⟨S²⟩: 1.1701
- Electronic energy: -188695.9157 eV
- Total charge: -1
- ΔE to the lowest compared entry with this formula, charge and spin: 7.3 kcal per mole
- LUMO energy (alpha / beta): 1.797 / 1.760 eV

***

Here is a 2-piece molecular cluster, C17H23BrClF10IN2OP overall from the OMol25 dataset. Energies are from ωB97M-V/def2-TZVPD.

Positions of all 57 atoms, in Å:
C (-1.63383, -4.15074, -0.58061)
C (-1.52652, -3.52920, -1.95963)
F (-2.80462, -3.54743, -2.54309)
C (-1.07223, -2.05481, -1.97668)
P (0.39588, -1.65741, -3.00123)
Cl (-0.80388, -0.36752, -4.29722)
I (1.90358, -3.15093, -1.43691)
C (1.45670, -0.21897, -2.52549)
C (1.14564, 0.26853, -1.11815)
C (1.74001, 1.62777, -0.82707)
F (1.36679, 1.99884, 0.45078)
F (1.22514, 2.57722, -1.65017)
C (3.30221, 1.69828, -0.92733)
F (3.61451, 2.06611, -2.18889)
F (3.80815, 0.45855, -0.69663)
C (3.97751, 2.68452, 0.05951)
F (3.38513, 3.88644, -0.11117)
F (3.75235, 2.25928, 1.32157)
C (5.54056, 2.83746, -0.14954)
F (5.97322, 2.06139, -1.13387)
F (5.82453, 4.08575, -0.45883)
F (6.16962, 2.50440, 0.95474)
C (0.91625, -2.78208, -4.36407)
C (0.17998, -2.68263, -5.67384)
O (-0.86457, -3.17808, -5.90505)
Br (1.19408, -1.75137, -7.05119)
H (-2.40341, -4.91891, -0.61353)
H (-1.93999, -3.40894, 0.15847)
H (-0.69063, -4.59270, -0.27213)
H (-0.88607, -4.13877, -2.59854)
H (-0.80535, -1.75044, -0.96457)
H (-1.89489, -1.45105, -2.34156)
H (2.49329, -0.52804, -2.64056)
H (1.25079, 0.57782, -3.23429)
H (0.07020, 0.42107, -1.00576)
H (1.48723, -0.42553, -0.35392)
H (1.98454, -2.62248, -4.48936)
H (0.76903, -3.79667, -3.99709)
C (-4.70384, 0.47591, 5.01972)
C (-3.70147, -0.29932, 4.19050)
N (-2.62782, 0.55369, 3.64979)
C (-1.56858, 0.09186, 2.89953)
C (-0.80789, 1.16534, 2.57850)
N (-1.41450, 2.26540, 3.13694)
C (-2.51290, 1.87007, 3.77374)
C (-0.94041, 3.64954, 3.03792)
H (-5.20356, 1.24785, 4.43334)
H (-5.46669, -0.21011, 5.37851)
H (-4.23580, 0.93897, 5.88917)
H (-4.18918, -0.77789, 3.34214)
H (-3.22321, -1.07463, 4.78716)
H (-1.46669, -0.95575, 2.67786)
H (0.10200, 1.27537, 2.01583)
H (-3.18513, 2.51718, 4.30774)
H (-0.71222, 4.03265, 4.02900)
H (-1.70162, 4.26436, 2.56521)
H (-0.04139, 3.66078, 2.43029)

Properties
- Multiplicity: 1
- Electronic energy: -150154.8886 eV
- Total charge: +1
- LUMO energy: -2.859 eV

***

Here is a 2-piece molecular cluster, C3H7O2S overall from the OMol25 dataset. Energies are from ωB97M-V/def2-TZVPD.

Positions of all 13 atoms, in Å:
C (-0.89178, 0.66350, 1.14167)
C (0.56481, 1.09466, 1.14672)
S (1.71509, -0.33755, 1.12511)
H (-1.01181, -0.23025, 1.74635)
H (-1.22266, 0.40786, 0.14000)
H (-1.53595, 1.45118, 1.53649)
H (0.86998, 1.68739, 0.29461)
H (0.78162, 1.66261, 2.05508)
H (1.19560, -0.66014, -0.10318)
O (-1.32085, -1.74685, -2.36800)
C (-0.12905, -1.42896, -2.27168)
O (0.37856, -0.40613, -1.73642)
H (0.60644, -2.15732, -2.70677)

Properties
- Multiplicity: 1
- Electronic energy: -18156.2732 eV
- Total charge: -1
- ΔE to the lowest compared entry with this formula, charge and spin: 7.9 kcal per mole
- LUMO energy: 3.529 eV

***

Here is C44H41F5HoN10O3 as an isolated structure in a non-equilibrium geometry from the OMol25 dataset. Energies are from ωB97M-V/def2-TZVPD.

Positions of all 104 atoms, in Å:
Ho (-1.30909, 1.38651, 20.02873)
C (1.09794, -2.18349, 18.27832)
C (1.73824, -2.31790, 19.68445)
C (1.06937, -1.48939, 20.77351)
N (0.97147, 0.92234, 20.53902)
C (1.36762, 1.79472, 22.73455)
C (2.75464, 1.88120, 23.33708)
C (2.99623, 0.76495, 24.36357)
C (2.16880, 0.46701, 25.42780)
C (0.84036, 1.01059, 25.69219)
C (0.05845, 1.52044, 24.69501)
C (0.14489, 1.24232, 23.28841)
N (-0.80079, 0.73677, 22.52500)
C (-1.70789, -0.05633, 23.40112)
C (-2.40108, -1.30244, 22.79155)
C (-3.34582, -1.00267, 21.60980)
N (-2.62284, -0.74143, 20.31146)
C (-2.73940, -1.58803, 19.29749)
C (-2.95413, -3.02695, 19.41754)
C (-3.18373, -3.85851, 18.32647)
C (-3.87532, -3.49131, 17.13990)
C (-3.82793, -2.24527, 16.52772)
C (-2.90010, -1.27447, 16.80778)
C (-2.31267, -0.93007, 18.04212)
N (-1.30605, -0.01494, 18.14120)
C (-0.19134, -0.21590, 17.09919)
C (1.16427, -0.77955, 17.69981)
H (0.06825, -2.58354, 18.16760)
H (1.70381, -2.87330, 17.64152)
H (2.81596, -2.08619, 19.65763)
H (1.78710, -3.39586, 19.96595)
H (1.25402, -1.91212, 21.75316)
H (-0.00835, -1.35862, 20.59619)
H (3.50579, 1.76517, 22.49091)
H (3.98283, 0.30255, 24.26799)
H (2.55466, -0.31122, 26.09368)
H (0.54175, 0.94567, 26.76697)
H (-0.90957, 2.01010, 24.93757)
H (-2.52310, 0.57585, 23.78497)
H (-1.13403, -0.45675, 24.24186)
H (-2.94203, -1.76321, 23.61140)
H (-1.63722, -1.97323, 22.40249)
H (-3.99944, -0.13498, 21.76402)
H (-3.99010, -1.84748, 21.50483)
H (-2.62425, -3.44395, 20.38043)
H (-2.80351, -4.88627, 18.41702)
H (-4.47658, -4.21570, 16.63328)
H (-4.47606, -2.09961, 15.61054)
H (-2.59757, -0.63897, 15.99675)
H (0.02316, 0.76371, 16.66270)
H (-0.52325, -0.95405, 16.34068)
H (1.51215, -0.04347, 18.40959)
H (1.83929, -0.71204, 16.86270)
N (-1.18552, 5.36160, 20.70686)
N (0.06363, 5.40468, 21.29156)
C (1.08190, 4.51068, 21.29639)
N (2.25792, 4.75345, 21.77812)
N (0.92222, 3.17618, 20.66401)
N (1.37305, 2.01640, 21.39891)
O (3.14731, 3.14312, 23.94454)
O (1.73714, -0.17874, 20.74929)
H (-1.92929, 5.43094, 21.41231)
H (-1.33924, 4.48568, 20.26434)
H (0.39070, 6.33914, 21.54569)
H (2.51226, 5.74897, 21.84216)
H (2.87883, 3.85035, 23.24196)
C (3.59561, 2.68130, 18.20304)
C (2.99715, 2.95257, 16.96237)
C (1.69064, 3.38010, 16.97051)
C (0.94348, 3.45469, 18.16442)
C (1.56858, 3.08423, 19.40808)
C (2.88908, 2.65446, 19.37201)
C (-0.43487, 3.99725, 17.96014)
C (-0.63533, 5.29079, 17.53063)
C (-1.89497, 5.81922, 17.59972)
C (-3.03732, 4.94772, 17.57161)
C (-4.37424, 5.24431, 17.17720)
C (-5.28732, 4.26918, 16.93972)
C (-4.97360, 2.89787, 17.09594)
C (-3.69549, 2.53087, 17.44942)
C (-2.73380, 3.54092, 17.77267)
N (-1.48535, 3.20765, 18.30377)
H (4.65674, 2.45541, 18.31018)
H (3.65693, 2.92493, 16.08078)
H (1.20862, 3.74454, 16.07661)
H (3.45616, 2.46573, 20.25426)
H (0.20718, 5.94997, 17.21695)
H (-2.06260, 6.89555, 17.73790)
H (-4.63043, 6.27402, 16.85228)
H (-6.27348, 4.53022, 16.60298)
H (-5.73371, 2.12619, 16.96903)
H (-3.38808, 1.51842, 17.39394)
F (-7.06529, 4.79282, 23.70614)
C (-6.03849, 4.15264, 23.15343)
C (-4.76453, 4.28488, 23.70674)
F (-4.57362, 4.94436, 24.87371)
C (-3.64363, 3.76933, 23.05698)
F (-2.46994, 3.99835, 23.72159)
C (-3.72734, 3.11901, 21.82432)
O (-2.65823, 2.71861, 21.09432)
C (-5.06253, 3.00542, 21.33058)
F (-5.19564, 2.42336, 20.11941)
C (-6.19023, 3.58918, 21.89050)
F (-7.32012, 3.75587, 21.18235)

Properties
- Multiplicity: 5
- ⟨S²⟩: 6.0045
- Electronic energy: -106714.2085 eV
- Total charge: -1
- ΔE to the lowest compared entry with this formula, charge and spin: 48.8 kcal per mole
- LUMO energy (alpha / beta): 1.262 / 1.264 eV